# 1
Formula: C11H32AsAuBr2O3SSi3
Source: the Open Molecules 2025 dataset
Level of theory: ωB97M-V with the def2-TZVPD basis set

Values from the calculation:
charge	+2
highest occupied orbital energy	-15.044	eV
energy above the lowest of the compared OMol25 structures with the same formula, charge and spin	109.8	kJ/mol
E	-9449.7346	Ha
frontier orbital gap	7.67	eV
LUMO level	-7.4	eV

Last column: Mulliken charge in e.
Atoms and positions in Å:
Au1 1.229 0.582 1.443  0.411
Br1 2.157 1.235 3.803  -0.091
C1 3.750 0.079 3.915  -0.513
Br2 3.981 -0.915 2.310  -0.041
H1 3.585 -0.580 4.757  0.387
H2 4.584 0.753 4.065  0.385
C2 3.851 1.962 -2.664  -1.064
S1 3.127 1.059 -1.339  1.189
O1 3.148 1.839 -0.128  -0.690
O2 3.654 -0.275 -1.286  -0.625
O3 1.628 0.968 -1.851  -0.368
H3 4.910 1.711 -2.666  0.396
H4 3.705 3.022 -2.478  0.379
H5 3.388 1.652 -3.597  0.320
C3 -2.232 1.149 3.380  -0.816
Si1 -2.295 -0.620 2.945  0.277
C4 -3.799 -1.316 2.193  -0.885
C5 -0.992 -1.778 3.479  -0.732
As1 0.323 0.240 -0.726  0.256
Si2 0.421 -2.037 -1.547  0.353
C6 1.739 -2.834 -0.514  -0.820
C7 0.858 -1.874 -3.339  -0.970
C8 -1.282 -2.742 -1.244  -0.977
Si3 -1.355 1.819 -1.457  0.247
C9 -1.234 1.813 -3.305  -0.966
C10 -0.794 3.390 -0.647  -1.004
C11 -2.994 1.186 -0.822  -0.833
H6 -2.404 1.211 4.464  0.425
H7 -3.002 1.737 2.883  0.373
H8 -1.246 1.578 3.190  0.233
H9 -4.469 -1.512 3.046  0.400
H10 -3.633 -2.271 1.695  0.356
H11 -4.323 -0.624 1.535  0.355
H12 -1.439 -2.461 4.212  0.430
H13 -0.135 -1.278 3.926  0.282
H14 -0.659 -2.399 2.642  0.249
H15 2.698 -2.344 -0.687  0.219
H16 1.840 -3.889 -0.782  0.441
H17 1.518 -2.777 0.554  0.205
H18 1.876 -1.504 -3.455  0.283
H19 0.183 -1.214 -3.884  0.297
H20 0.803 -2.862 -3.804  0.438
H21 -1.444 -2.983 -0.191  0.196
H22 -1.376 -3.678 -1.801  0.428
H23 -2.082 -2.085 -1.588  0.317
H24 -0.285 2.231 -3.641  0.276
H25 -2.040 2.433 -3.708  0.440
H26 -1.345 0.815 -3.731  0.308
H27 0.273 3.555 -0.811  0.309
H28 -0.975 3.374 0.429  0.277
H29 -1.331 4.245 -1.064  0.418
H30 -3.114 0.107 -0.941  0.224
H31 -3.797 1.657 -1.393  0.464
H32 -3.151 1.452 0.226  0.154


# 2
Formula: C21H13F2N5O3S
Source: the Open Molecules 2025 dataset
Level of theory: ωB97M-V with the def2-TZVPD basis set

Values from the calculation:
SMILES	O=C1NC(=O)[C@H](c2ccc(Nc3nc(-c4c(F)cccc4F)nc4c3C(=O)NC4)cc2)S1
highest occupied orbital energy	-8.563	eV
energy above the lowest of the compared OMol25 structures with the same formula, charge and spin	0.0	kJ/mol
E	-1905.5461	Ha
frontier orbital gap	8.33	eV
LUMO level	-0.2	eV

Last column: Mulliken charge in e.
Atoms and positions in Å:
O1 -1.266 0.642 7.640  -0.546
O2 2.914 -3.224 -1.335  -0.726
O3 -2.404 -3.028 5.547  -0.622
F1 -0.152 1.841 -5.230  -0.262
F2 -0.018 2.612 -0.435  -0.271
N1 0.313 0.148 -1.642  -0.335
N2 1.666 0.548 -3.534  -0.709
S1 -1.933 0.864 5.130  -0.124
C1 -1.466 0.067 6.613  0.500
C2 2.769 -2.451 -2.250  0.277
C3 -2.102 -1.845 5.516  -0.090
C4 0.701 0.922 -2.663  0.287
C5 0.932 -0.976 -1.444  -0.290
C6 2.241 -0.600 -3.333  -0.030
C7 -1.289 4.677 -3.164  -0.363
C8 -0.982 3.885 -4.277  -0.533
C9 -0.966 4.261 -1.876  -0.559
C10 0.470 -1.760 2.014  -1.110
C11 -1.307 -0.833 0.727  -0.090
C12 -0.265 -1.578 3.190  -0.360
C13 -2.056 -0.640 1.883  -0.968
C14 -0.349 2.638 -4.130  0.231
C15 -0.349 3.006 -1.700  0.316
C16 1.898 -1.357 -2.283  1.480
C17 -0.034 2.194 -2.818  -0.063
C18 -0.042 -1.413 0.792  0.509
C19 -1.541 -1.017 3.158  0.433
N3 -1.499 -1.310 6.606  -0.066
N4 0.644 -1.782 -0.389  -0.153
N5 3.602 -2.426 -3.348  -0.165
C20 -2.362 -0.782 4.422  0.186
C21 3.334 -1.245 -4.130  -0.516
H1 -1.730 5.638 -3.339  0.403
H2 -1.211 4.291 -5.274  0.393
H3 -1.160 4.840 -0.985  0.459
H4 1.432 -2.232 2.091  0.401
H5 -1.692 -0.486 -0.254  0.302
H6 0.259 -1.785 4.111  0.396
H7 -3.029 -0.217 1.738  0.358
H8 -1.530 -1.817 7.479  0.297
H9 1.378 -2.533 -0.312  0.329
H10 4.481 -2.884 -3.340  0.264
H11 -3.426 -0.820 4.183  0.565
H12 4.172 -0.550 -4.247  0.301
H13 2.956 -1.483 -5.107  0.262


# 3
Formula: C43H49BBrF6InN8OPS3
Source: the Open Molecules 2025 dataset
Level of theory: ωB97M-V with the def2-TZVPD basis set

Values from the calculation:
spin multiplicity	2
charge	+2
highest occupied orbital energy (spin up / spin down)	-13.523 / -13.521	eV
energy above the lowest of the compared OMol25 structures with the same formula, charge and spin	495.3	kJ/mol
E	-7105.0309	Ha
frontier orbital gap (spin up / spin down)	7.72 / 5.11	eV
⟨S²⟩	0.783
LUMO level (spin up / spin down)	-5.8 / -8.4	eV

Last column: Mulliken spin population.
Atoms and positions in Å:
In1 -13.898 -15.141 11.131  -0.022
C1 -17.599 -11.242 10.150  0.000
C2 -16.779 -11.997 9.139  0.000
C3 -16.988 -12.004 7.784  0.000
C4 -16.139 -12.697 6.857  0.000
N1 -15.229 -13.397 7.374  0.000
N2 -15.014 -13.446 8.680  0.000
B1 -13.849 -13.923 7.855  -0.004
N3 -12.680 -12.997 7.805  0.001
N4 -12.756 -11.908 7.004  0.000
C5 -11.625 -11.273 6.871  0.001
C6 -10.358 -11.768 7.380  0.000
C7 -10.319 -12.734 8.286  0.000
C8 -9.044 -13.034 9.040  0.000
C9 -11.617 -13.375 8.581  -0.001
S1 -11.693 -14.622 9.700  0.012
C10 -11.587 -9.843 6.447  0.000
C11 -10.915 -9.068 7.604  0.000
C12 -12.998 -9.285 6.351  0.000
C13 -10.868 -9.711 5.088  0.000
N5 -13.593 -15.345 7.539  -0.001
N6 -12.913 -15.358 6.395  0.001
C14 -13.009 -16.404 5.588  0.001
C15 -13.675 -17.562 6.001  0.000
C16 -14.396 -17.559 7.119  0.001
C17 -15.315 -18.675 7.569  0.000
C18 -14.356 -16.352 7.994  -0.001
S2 -15.205 -16.339 9.410  0.000
C19 -12.176 -16.350 4.325  0.000
C20 -11.113 -17.442 4.501  0.000
C21 -13.123 -16.620 3.115  0.000
C22 -11.511 -14.971 4.142  0.000
C23 -15.525 -12.655 9.559  0.000
S3 -14.801 -12.670 11.171  0.001
C24 -16.266 -12.562 5.259  0.000
C25 -14.840 -12.422 4.661  0.000
C26 -16.926 -13.798 4.704  0.000
C27 -17.076 -11.322 4.876  0.000
H1 -18.482 -10.869 9.599  0.000
H2 -17.037 -10.293 10.491  0.000
H3 -17.757 -11.899 11.010  0.000
H4 -17.908 -11.710 7.395  0.000
H5 -9.444 -11.332 6.989  0.000
H6 -8.254 -12.245 8.917  0.000
H7 -8.761 -14.044 8.900  0.000
H8 -9.353 -13.002 10.124  0.000
H9 -11.360 -9.366 8.567  0.000
H10 -11.023 -7.923 7.537  0.000
H11 -9.853 -9.219 7.609  0.000
H12 -13.559 -9.455 7.325  0.000
H13 -13.583 -9.781 5.587  0.000
H14 -13.038 -8.193 6.167  0.000
H15 -9.821 -10.039 5.163  0.000
H16 -10.815 -8.704 4.722  0.000
H17 -11.452 -10.340 4.444  0.000
H18 -13.624 -18.395 5.372  0.000
H19 -15.166 -19.574 6.973  0.000
H20 -16.460 -18.413 7.498  0.000
H21 -15.109 -18.810 8.615  0.000
H22 -11.671 -18.439 4.527  0.000
H23 -10.549 -17.392 5.426  0.000
H24 -10.393 -17.578 3.726  0.000
H25 -13.534 -17.608 3.114  0.000
H26 -12.767 -16.570 2.086  0.000
H27 -13.964 -15.928 2.989  0.000
H28 -10.910 -14.795 5.047  0.000
H29 -12.166 -14.182 3.949  0.000
H30 -10.828 -15.026 3.320  0.000
H31 -14.310 -13.392 4.829  0.000
H32 -14.301 -11.599 5.084  0.000
H33 -15.010 -12.216 3.580  0.000
H34 -16.498 -14.838 4.924  0.000
H35 -16.923 -13.584 3.563  0.000
H36 -18.022 -13.669 5.037  0.000
H37 -16.701 -10.401 5.322  0.000
H38 -18.112 -11.291 5.200  0.000
H39 -17.124 -11.165 3.793  0.000
Br1 -8.462 -17.972 15.663  0.097
C28 -9.564 -17.528 14.206  0.248
C29 -9.615 -18.177 12.959  -0.105
C30 -10.707 -17.980 12.100  0.216
C31 -11.697 -16.926 12.251  0.052
O1 -12.531 -16.753 11.443  0.234
C32 -11.503 -16.253 13.498  0.145
C33 -12.450 -15.233 13.897  -0.020
N7 -13.484 -14.876 13.239  0.064
C34 -14.528 -14.263 14.016  -0.011
C35 -14.374 -13.387 15.010  0.019
C36 -15.590 -12.754 15.514  -0.007
C37 -16.827 -13.102 15.073  0.015
C38 -16.988 -14.075 13.999  -0.006
C39 -18.252 -14.437 13.419  0.003
C40 -18.198 -15.470 12.567  -0.002
C41 -16.995 -16.005 12.124  0.001
N8 -15.859 -15.678 12.541  0.001
C42 -15.836 -14.657 13.541  0.004
C43 -10.504 -16.553 14.390  0.069
H40 -8.778 -18.964 12.747  0.003
H41 -10.583 -18.721 11.152  -0.006
H42 -12.535 -14.862 14.887  0.000
H43 -13.379 -13.062 15.373  0.000
H44 -15.527 -12.057 16.373  0.000
H45 -17.694 -12.599 15.539  0.000
H46 -19.210 -14.117 13.817  0.000
H47 -19.070 -15.968 12.212  0.000
H48 -17.041 -16.729 11.301  0.000
H49 -10.555 -15.816 15.264  0.000
F1 -17.517 -15.642 7.839  0.000
P1 -18.808 -15.245 8.794  0.000
F2 -19.076 -13.951 7.919  0.000
F3 -19.780 -16.193 8.026  0.000
F4 -19.902 -14.808 9.845  0.000
F5 -18.368 -16.526 9.680  0.000
F6 -17.658 -14.366 9.695  0.000


# 4
Formula: C2H7N2P2
Source: the Open Molecules 2025 dataset
Level of theory: ωB97M-V with the def2-TZVPD basis set

Values from the calculation:
spin multiplicity	3
charge	+1
highest occupied orbital energy (spin up / spin down)	-8.506 / -12.771	eV
energy above the lowest of the compared OMol25 structures with the same formula, charge and spin	342.4	kJ/mol
E	-872.1377	Ha
frontier orbital gap (spin up / spin down)	4.52 / 6.26	eV
⟨S²⟩	2.014
LUMO level (spin up / spin down)	-4.0 / -6.5	eV

Last column: Mulliken spin population.
Atoms and positions in Å:
C1 0.493 0.596 -3.151  0.110
C2 -0.103 -0.141 1.925  0.330
N1 0.628 0.502 -4.353  0.343
N2 -1.580 -0.395 2.045  -0.009
P1 0.288 0.247 -1.487  0.920
P2 1.046 -1.209 1.420  0.313
H1 0.213 0.831 2.278  -0.015
H2 0.938 0.667 -5.305  -0.011
H3 -1.703 -1.194 1.435  -0.001
H4 -2.171 0.376 1.673  0.003
H5 -1.807 -0.583 3.001  0.012
H6 1.630 0.609 -1.228  0.002
H7 2.130 -0.305 1.746  0.004


> What is the energy above the lowest of the compared OMol25 structures with the same formula, charge and spin in the second record?

0.0 kJ/mol